# 1
Below is a cluster of 4 separate species, C3H12O4 in total at a distorted geometry, with properties calculated with wB97M-V/def2-TZVPD.

Atoms and positions in Å:
C -1.365455 0.524016 -0.932630
O 0.017818 0.680880 -0.751559
C -2.064772 -0.134689 0.293471
C -1.542047 -0.443156 1.489375
H -1.522226 -0.027467 -1.863679
H -1.723473 1.573451 -1.100731
H 0.482494 -0.060252 -1.196965
H -3.059071 -0.540137 0.027002
H -1.827247 -1.211245 2.196176
H -0.621137 -0.007452 1.838298
H 1.329127 2.851081 1.020927
H 1.219291 1.891320 -0.103834
O 1.882315 2.473054 0.326798
H 1.510500 -0.632154 0.851443
H 1.944943 -0.879013 2.301554
O 1.193117 -0.945705 1.695085
H 1.367560 -1.997705 -1.270183
H 1.718729 -1.611734 -2.765320
O 1.059533 -1.503094 -2.055229

Forces on atoms 1 to 6 (eV/Å):
-0.12 1.30 1.23
0.49 -0.09 0.13
-0.41 -0.90 -0.61
0.51 0.82 -0.69
-0.41 -0.28 0.29
-0.25 -0.83 0.11

Computed properties:
Total charge: -1
HOMO energy (spin up / spin down), eV: 0.51 / -6.28
LUMO energy (spin up / spin down), hartree: 0.1336 / 0.1285
ΔE to the lowest compared entry with this formula, charge and spin, kJ/mol: 160.31
Spin multiplicity: 2



# 2
Below is a cluster of 4 separate species, C3H12O4 in total at a distorted geometry, with properties calculated with wB97M-V/def2-TZVPD.

Atoms and positions in Å:
C 1.027292 2.002579 2.933726
C 0.169894 1.275055 1.937278
C 0.656340 0.559801 0.932948
O -0.018178 0.397778 -0.239073
H 1.974178 2.336053 2.507157
H 1.225617 1.366025 3.802802
H 0.613004 2.919844 3.345382
H -0.869848 1.576348 1.838322
H 1.679022 0.251957 0.963041
H 0.549116 -0.096192 -0.843811
O 1.070813 -1.396927 -2.483782
H 1.082804 -1.934513 -3.277146
H 0.977037 -1.988563 -1.732922
O 0.001411 -2.597147 -0.007649
H -0.727454 -2.198709 -0.500268
H -0.090357 -2.157048 0.846778
O -2.503657 0.720020 -2.051036
H -3.154758 1.200102 -1.541048
H -2.516587 -0.230611 -2.020867

Forces on atoms 1 to 6 (eV/Å):
0.42 -0.63 0.78
-0.61 0.84 -0.49
-0.03 1.02 0.07
0.01 -0.71 0.28
0.10 -0.35 -0.06
0.24 0.15 0.03

Computed properties:
HOMO energy, eV: -8.46
SMILES: C/C=C/O.O.O.O
LUMO energy, hartree: 0.0179
ΔE to the lowest compared entry with this formula, charge and spin, kJ/mol: 129.21
Spin multiplicity: 1



# 3
Below is a cluster of 4 separate species, C3H12O4 in total at a distorted geometry, with properties calculated with wB97M-V/def2-TZVPD.

Atoms and positions in Å:
C -0.690710 -2.046254 3.108209
C -1.092820 -1.132282 2.236325
C -2.243081 -0.191764 2.289707
O -0.475102 -1.048172 0.985964
H -1.166674 -2.121648 4.074151
H 0.240633 -2.572109 3.015434
H -2.175574 0.515398 3.104004
H -3.180665 -0.743659 2.332391
H -2.247083 0.399873 1.372532
H -0.158698 -1.944802 0.812353
O 0.161347 1.483798 -0.547389
H 0.929620 0.995833 -0.230753
H 0.567352 2.112085 -1.160035
O 3.638194 1.364060 -1.378461
H 4.268748 1.844479 -1.925318
H 4.166161 0.999216 -0.662920
O 0.097085 0.963647 -5.723317
H -0.489238 0.938904 -6.484724
H -0.149496 0.183395 -5.218154

Forces on atoms 1 to 6 (eV/Å):
-0.17 0.61 0.90
0.42 -0.36 -1.21
-0.13 0.31 -0.26
-0.17 -0.49 0.47
-0.18 -0.02 0.01
0.15 -0.31 -0.37

Computed properties:
HOMO energy, eV: -8.86
SMILES: C=C(C)O.O.O.O
LUMO energy, hartree: 0.0219
ΔE to the lowest compared entry with this formula, charge and spin, kJ/mol: 109.75
Spin multiplicity: 1



# 4
Below is a cluster of 4 separate species, C3H12O4 in total at a distorted geometry, with properties calculated with wB97M-V/def2-TZVPD.

Atoms and positions in Å:
C 0.239571 -2.041508 2.285734
C -0.176463 -2.675768 0.969259
C 0.759306 -1.944525 -0.026040
O 1.469772 -2.564524 -0.792079
H 0.130011 -0.874376 2.442896
H 1.277287 -2.060691 2.574725
H -0.433169 -2.550128 3.197626
H -0.010787 -3.773306 1.044342
H -1.322998 -2.451405 0.758762
H 0.676362 -0.859498 0.069884
O 1.704391 2.305713 -1.206012
H 2.161238 1.491815 -1.289801
H 0.842891 2.004512 -1.521524
O -2.589831 5.306461 0.861279
H -2.439400 4.336642 0.445280
H -1.996559 5.475668 1.606074
O -0.453328 0.305082 -3.736776
H 0.023764 1.009730 -4.224520
H 0.137942 -0.439894 -3.459109

Forces on atoms 1 to 6 (eV/Å):
-2.60 1.30 4.01
-0.79 1.22 -0.19
-1.02 -2.98 -0.48
-0.26 1.39 0.52
-0.66 -2.13 -0.87
0.57 -1.09 -0.21

Computed properties:
HOMO energy, eV: -10.14
SMILES: CCC=O.O.O.O
LUMO energy, hartree: 0.0092
ΔE to the lowest compared entry with this formula, charge and spin, kJ/mol: 196.97
Spin multiplicity: 1



# 5
Below is a cluster of 4 separate species, C3H12O5 in total at a distorted geometry, with properties calculated with wB97M-V/def2-TZVPD.

Atoms and positions in Å:
O -0.199168 0.101568 1.170597
C -0.476356 -0.196756 -0.202570
O -0.298664 0.722859 -1.071523
C -1.947234 -0.738149 -0.201758
C -2.853775 0.382740 0.311716
H 0.121844 -1.146118 -0.407633
H -2.023804 -1.586970 0.508271
H -2.212411 -1.047885 -1.213557
H -3.079590 1.076940 -0.495330
H -2.309412 0.928218 1.074192
H -3.750313 -0.002942 0.789087
H 4.091882 0.736902 0.057887
H 0.925917 1.630777 -0.390446
O 3.479852 0.224804 -0.480728
H 2.373963 1.223225 -0.120533
H 0.757341 0.271274 1.254587
O 1.651777 1.817054 0.217509
H 2.353276 -0.774092 -0.422823
H 1.851627 -2.266804 -0.192585
O 1.543252 -1.356646 -0.184361

Forces on atoms 1 to 6 (eV/Å):
-0.07 -1.53 -1.91
-2.71 7.30 2.21
-0.19 -2.89 0.97
-1.00 -1.84 0.12
0.64 0.56 -0.02
3.01 -2.43 -0.70

Computed properties:
HOMO energy, eV: -9.16
LUMO energy, hartree: -0.1576
ΔE to the lowest compared entry with this formula, charge and spin, kJ/mol: 692.98
Spin multiplicity: 1



# 6
Below is a cluster of 2 separate species, C3H12OSi2 in total at a distorted geometry, with properties calculated with wB97M-V/def2-TZVPD.

Atoms and positions in Å:
C 2.523090 1.203701 0.341742
C 1.446208 1.032918 -0.716903
Si 0.833373 -0.717393 -0.826279
C 0.235417 -1.416848 0.847983
H 2.171548 1.291670 1.385657
H 3.157568 0.431726 0.304222
H 3.090576 2.153368 0.081918
H 1.879661 1.521492 -1.558629
H 0.531369 1.735568 -0.466078
H 1.935120 -1.720035 -1.223747
H -0.136189 -0.668738 -1.885405
H 0.999306 -1.613840 1.431344
H -0.488200 -0.756772 1.419153
H -0.207601 -2.360844 0.685441
O -3.517574 0.593348 -1.037075
Si -4.508452 0.057337 -0.027775
H -5.415516 -1.143480 -0.264649
H -4.529700 0.376830 1.509085

Forces on atoms 1 to 6 (eV/Å):
-1.48 4.15 0.60
-1.79 1.57 1.67
0.78 -0.68 0.33
-3.87 2.83 -2.48
-0.04 -0.02 -0.49
2.73 -2.90 -0.09

Computed properties:
HOMO energy, eV: -10.38
SMILES: CC[SiH2]C.O=[SiH2]
LUMO energy, hartree: -0.0234
ΔE to the lowest compared entry with this formula, charge and spin, kJ/mol: 284.99
Spin multiplicity: 1



# 7
Below is a cluster of 2 separate species, C3H13BO4PSSi in total at a distorted geometry, with properties calculated with wB97M-V/def2-TZVPD.

Atoms and positions in Å:
C -1.128652 0.720090 -1.218695
C 0.099414 0.783607 -2.210866
B 0.730572 -0.601020 -1.955222
O 0.092306 -1.738121 -2.356036
Si 2.430171 -0.672085 -0.829436
P 1.727307 -0.116691 1.282799
O 2.416849 -1.236942 2.241064
O 0.236261 -0.519526 1.362865
S 2.185403 1.693407 1.759485
H -1.280548 -0.273128 -0.805131
H -2.073371 1.010175 -1.669184
H -0.949851 1.357307 -0.366152
H -0.150426 1.007683 -3.247042
H 0.774763 1.565392 -1.867763
H 0.592957 -2.534004 -2.148649
H 3.012416 -2.058342 -0.762573
H 3.497535 0.279726 -1.212236
H 2.985438 -1.822597 1.725283
H -0.481741 0.260318 1.544914
C -2.935514 0.581750 2.145158
O -1.893192 1.213030 1.540742
H -3.938435 0.863339 1.731546
H -2.917754 -0.538777 2.069422
H -3.031906 0.775409 3.245707

Forces on atoms 1 to 6 (eV/Å):
0.35 0.28 -0.45
-0.34 -0.06 0.56
0.57 0.03 -0.12
0.19 -0.35 -0.32
-0.32 -0.12 0.20
0.49 0.13 -0.10

Computed properties:
Total charge: -1
HOMO energy, eV: -3.46
LUMO energy, hartree: 0.0979
Spin multiplicity: 1



# 8
Below is a cluster of 2 separate species, C3H13ClN5 in total at a distorted geometry, with properties calculated with wB97M-V/def2-TZVPD.

Atoms and positions in Å:
C -0.410892 -1.328461 0.460738
C -0.876477 -0.080762 1.105762
C 2.828146 -0.707973 -0.658218
N -1.128995 -2.411138 0.568744
N 0.293936 1.062785 0.962188
N 1.851114 0.194719 -1.250672
N -1.963155 0.276499 0.219286
N -2.230843 1.639796 0.303609
Cl 3.459474 0.249251 0.860019
H 2.280449 -1.616896 -0.486075
H -1.282304 -0.111375 2.104278
H 3.819284 -0.838094 -1.195238
H -2.105817 -2.400298 0.862046
H -1.037306 -3.273369 0.014239
H 0.924300 1.220876 1.740210
H 0.970002 0.917304 -0.042820
H 1.100537 -0.399766 -1.528788
H 2.234889 0.785812 -2.007026
H -1.974254 -0.183602 -0.678123
H -0.291051 1.838042 0.889372
H -2.471133 2.148252 -0.500765
H -2.983860 1.769779 0.966811

Forces on atoms 1 to 6 (eV/Å):
1.77 -1.56 -0.21
0.42 0.19 -1.92
1.61 2.10 -0.05
-1.58 0.34 -0.58
0.73 -3.05 -1.57
1.00 0.47 -0.23

Computed properties:
Total charge: +1
HOMO energy, eV: -12.63
LUMO energy, hartree: -0.1077
ΔE to the lowest compared entry with this formula, charge and spin, kJ/mol: 137.40
Spin multiplicity: 1



# 9
Below is a cluster of 2 separate species, C3H13N2 in total at a distorted geometry, with properties calculated with wB97M-V/def2-TZVPD.

Atoms and positions in Å:
C 1.384949 -2.223558 0.840989
N 0.180507 -1.395643 1.180425
H 2.209142 -1.531935 0.679709
H 1.284737 -2.732556 -0.110272
H 1.709328 -2.830205 1.679703
H 0.149338 -0.488812 0.543133
H -0.671182 -1.893944 0.915036
H 0.159606 -1.337183 2.194589
C -0.995339 1.289137 -1.859487
C -0.989606 1.637230 -0.394758
N 0.239945 1.138015 0.275141
H -0.215145 1.803928 -2.415259
H -1.961428 1.470905 -2.326392
H -0.900669 0.199224 -1.951553
H -1.830563 1.155445 0.109310
H -1.141106 2.690220 -0.195805
H 0.329137 1.695638 1.121098
H 1.058341 1.354089 -0.285601

Forces on atoms 1 to 6 (eV/Å):
0.91 0.87 -0.26
-0.27 -1.73 -1.20
0.01 0.23 0.06
-0.39 -0.39 0.22
-0.45 -0.43 -0.16
0.38 0.74 1.64

Computed properties:
Total charge: +1
HOMO energy, eV: -14.50
LUMO energy, hartree: -0.1201
ΔE to the lowest compared entry with this formula, charge and spin, kJ/mol: 95.26
Spin multiplicity: 1



# 10
Below is a cluster of 2 separate species, C3H13N2O in total at a distorted geometry, with properties calculated with wB97M-V/def2-TZVPD.

Atoms and positions in Å:
C -0.588986 1.616446 -0.137931
C -1.549060 0.603873 0.550364
C -1.522400 -0.759711 -0.186478
N -0.161942 -1.061459 -0.807280
N 0.826943 1.564112 0.317703
H -1.053999 2.587364 0.072546
H -0.466893 1.527010 -1.230506
H -1.234949 0.425882 1.596209
H -2.438772 1.167762 0.301662
H -1.654416 -1.672132 0.433202
H -2.220364 -0.726264 -1.030457
H -0.239586 -1.146445 -1.837408
H 0.306732 -1.914351 -0.426506
H 0.506701 -0.342285 -0.514616
H 0.863705 1.585503 1.334609
H 1.315814 2.415528 0.060556
H 3.140804 -2.041118 0.154297
H 2.469830 -0.828405 0.743598
O 2.264074 -1.678938 0.336791

Forces on atoms 1 to 6 (eV/Å):
0.99 0.73 0.35
1.98 -0.74 -1.63
0.42 -0.58 0.20
-0.01 -0.07 1.34
-0.27 -0.17 0.82
0.34 0.15 -0.17

Computed properties:
HOMO energy (spin up / spin down), eV: -2.77 / -10.22
LUMO energy (spin up / spin down), hartree: 0.0311 / 0.0194
ΔE to the lowest compared entry with this formula, charge and spin, kJ/mol: 70.85
Spin multiplicity: 2



Results for E: -422.38599; -422.41226; -422.41968; -422.38645; -497.46357; -775.64814; -1477.06482; -855.71093; -231.36013; -306.70262 (in a.u., following the order of the records).